Here is H14O7 as an isolated structure at a distorted geometry from the OMol25 dataset. Energies are from the ωB97M-V functional and the def2-TZVPD basis.

Calculated values
**Maximum force**: 11.56 eV Å⁻¹
**Orbital gap**: 8.82 eV
**2S+1**: 1

Structure (XYZ):
```
21
Properties=species:S:1:pos:R:3:forces:R:3:mulliken_charge:R:1
O 0.446 2.116 0.230 1.2 5.8 2.4 -0.756
H 1.292 2.259 0.654 0.2 0.6 0.2 0.246
H 0.443 1.184 0.011 0.8 1.9 0.2 0.367
O 0.273 0.913 -2.115 1.0 2.5 -6.8 -0.709
H 0.211 0.266 -1.413 -0.2 -0.2 -2.5 0.506
H -0.499 0.753 -2.657 0.0 0.1 -0.5 0.242
O 1.835 -1.024 -0.138 1.6 -3.4 -2.2 -0.830
H 1.609 -1.847 -0.571 0.1 -0.7 -0.1 0.394
H 2.284 -0.513 -0.813 0.2 0.5 -0.8 0.375
O -2.017 -0.379 1.031 0.2 1.0 3.3 -0.710
H -1.597 -0.026 1.815 0.3 0.3 0.6 0.263
H -2.761 -0.881 1.363 -0.6 0.0 0.5 0.303
O 0.021 0.184 -0.299 -5.0 -8.3 6.3 -0.547
H -0.818 0.068 0.147 -0.7 0.4 -0.5 0.455
H 0.592 -0.481 0.088 0.1 -0.5 0.4 0.305
O 2.809 0.106 1.613 0.8 1.1 1.4 -0.704
H 2.091 0.273 2.223 0.0 0.2 0.3 0.282
H 2.384 -0.258 0.836 0.7 0.2 1.4 0.483
O -2.857 -1.211 -0.910 -0.8 -1.0 -1.5 -0.724
H -3.327 -0.385 -1.028 -0.1 0.2 -0.2 0.292
H -2.414 -1.116 -0.067 0.1 -0.6 -1.9 0.468
```
Forces are in eV/Å.

Here is a 6-piece molecular cluster, H14O7 overall at a distorted geometry from the OMol25 dataset. Energies are from the ωB97M-V functional and the def2-TZVPD basis.

Calculated values
**Maximum force**: 13.57 eV Å⁻¹
**Orbital gap**: 7.19 eV
**2S+1**: 1

Structure (XYZ):
```
21
Properties=species:S:1:pos:R:3:forces:R:3:mulliken_charge:R:1
H -1.191 0.528 -0.573 -0.4 0.8 -0.4 0.218
H -0.974 -0.589 0.426 1.2 0.7 -1.1 0.285
H -2.572 -1.004 -2.248 -0.1 0.5 -0.5 0.301
H -2.604 -1.598 -0.900 -1.0 1.0 4.7 0.242
H 3.112 -1.489 -0.113 0.4 0.9 -1.2 0.292
H 3.849 -2.415 0.707 1.9 -0.3 0.5 0.166
H 4.014 3.103 -1.005 -0.5 -0.1 -0.3 0.323
H 2.495 2.991 -1.084 -1.1 0.1 0.8 0.319
H -4.346 1.480 -0.344 -0.2 0.6 -0.1 0.307
H -4.557 0.318 0.493 0.0 -1.5 0.5 0.306
H 1.296 -0.804 0.301 -0.6 -1.3 0.1 0.377
H 1.152 -2.109 -0.414 -1.7 -1.9 -4.9 0.319
H -0.150 0.495 2.116 -0.1 -1.0 -0.3 0.287
H -0.179 1.776 2.819 0.2 0.4 0.1 0.292
O -0.483 0.032 -0.184 -1.0 -1.3 1.1 -0.560
O -2.421 -1.793 -1.746 1.0 -1.7 -4.4 -0.555
O 2.957 -2.039 0.624 12.3 -3.3 2.7 -0.488
O 3.270 2.925 -1.607 1.6 0.0 -0.5 -0.641
O -4.816 1.218 0.452 0.1 1.0 -0.4 -0.608
O 1.350 -1.789 0.385 -12.0 5.6 2.9 -0.625
O 0.224 1.360 2.052 0.1 0.9 0.6 -0.556
```
Forces are in eV/Å.

Here is a 7-piece molecular cluster, H14O7 overall at a distorted geometry from the OMol25 dataset. Energies are from the ωB97M-V functional and the def2-TZVPD basis.

Calculated values
**Maximum force**: 2.54 eV Å⁻¹
**Orbital gap**: 11.31 eV
**2S+1**: 1
**SMILES**: O.O.O.O.O.O.O

Structure (XYZ):
```
21
Properties=species:S:1:pos:R:3:forces:R:3:mulliken_charge:R:1
O -0.697 -1.328 1.383 -0.4 0.5 -0.9 -0.585
H -0.532 -1.782 2.195 0.3 -0.4 0.6 0.280
H -0.466 -1.879 0.622 -0.2 -0.4 0.0 0.330
O -0.490 -2.150 -1.345 0.7 0.3 0.7 -0.722
H -1.272 -2.675 -1.490 -0.4 -0.2 -0.2 0.294
H -0.689 -1.250 -1.689 -0.1 -0.6 -0.4 0.460
O 0.600 1.709 -1.719 0.6 0.4 -0.6 -0.687
H 1.444 1.227 -1.658 -0.3 -0.3 0.4 0.345
H 0.793 2.414 -2.358 -0.2 -0.1 0.3 0.283
O 0.907 0.505 3.266 1.3 0.0 2.2 -0.628
H 0.421 1.011 2.628 -0.6 0.9 -0.7 0.380
H 1.212 1.105 4.007 -0.7 -0.9 -1.6 0.303
O -1.526 0.034 -2.458 0.3 0.7 0.4 -0.756
H -2.004 0.008 -1.625 -0.6 0.1 0.1 0.354
H -0.939 0.807 -2.305 0.0 -0.4 -0.3 0.409
O 1.902 -0.381 -0.092 0.3 0.1 -0.7 -0.676
H 1.743 0.117 0.699 0.2 0.6 1.0 0.342
H 1.091 -0.879 -0.136 -0.3 -0.6 -0.3 0.284
O -0.561 1.371 0.993 0.1 -0.2 -0.8 -0.669
H -0.155 1.607 0.128 -0.3 -0.2 0.7 0.355
H -0.782 0.409 0.954 0.2 0.6 0.2 0.304
```
Forces are in eV/Å.

no.,DFT total energy (Eh)
1,-534.804707
2,-534.845242
3,-535.090460